The ion C6H10N with charge +1 in a non-equilibrium geometry. Source: the OMol25 dataset; level of theory: wB97M-V/def2-TZVPD.

Summary:
- Energy above the lowest of the compared OMol25 structures with the same formula, charge and spin: 4.727 eV
- E_HOMO: -15.550 eV
- Energy: -288.9093 Ha
- Net charge: +1

Geometry (Å):
1 C 1.2780 -0.6152 0.0960
2 C 2.4339 -1.0345 0.3942
3 C 0.6998 0.5533 -0.6552
4 C 0.7520 1.9316 -0.1200
5 C -0.8862 -0.2629 1.2702
6 C -0.8418 -1.5067 -0.8417
7 N -0.1758 -0.5567 0.0381
8 H 0.6953 0.4378 -1.7333
9 H 0.9519 1.9720 0.9479
10 H -0.1867 2.4496 -0.3287
11 H 1.5473 2.4723 -0.6328
12 H -1.8594 0.1730 1.0361
13 H -1.0383 -1.1859 1.8306
14 H -0.3238 0.4276 1.8935
15 H -1.7079 -1.0304 -1.3084
16 H -0.1629 -1.8547 -1.6207
17 H -1.1754 -2.3702 -0.2656

Atoms 1-2, force components in eV/Å:
-2.5 1.1 -0.9
1.8 -0.8 0.6

A structure of composition C6H10N2 in a non-equilibrium geometry. Source: the OMol25 dataset; level of theory: wB97M-V/def2-TZVPD.

Summary:
- Energy above the lowest of the compared OMol25 structures with the same formula, charge and spin: 11.255 eV
- E_HOMO: -8.978 eV
- Energy: -343.7231 Ha

Geometry (Å):
1 C -1.7882 -1.3262 0.7479
2 C -1.2231 -0.1499 -0.0187
3 C -0.0325 -0.6040 -0.8227
4 C 1.2942 -0.7141 -0.7264
5 C 2.3918 -0.0919 0.1923
6 C 1.7984 0.7463 1.1596
7 H -2.1862 -2.0059 -0.0200
8 H -2.6941 -1.1906 1.5890
9 H -1.0261 -1.9735 1.4538
10 H -0.3887 -0.9594 -1.7358
11 H 1.7306 -1.4115 -1.5342
12 H 3.8503 -0.0517 -0.4326
13 H 2.6396 2.0348 1.4241
14 H 0.5710 0.9967 1.3838
15 H -0.3465 1.3098 -1.2326
16 H -1.8044 2.4924 -1.2252
17 N -1.8423 1.0067 0.1849
18 N -0.9436 1.8918 -0.3873

Atoms 1-2, force components in eV/Å:
-1.1 -2.2 3.3
-2.3 -0.2 4.1

What is the E_HOMO in the second record?
-8.978 eV

Which of these has the lowest energy above the lowest of the compared OMol25 structures with the same formula, charge and spin?
C6H10N

What is the energy in the second record?
-343.7231 Ha